The following is a DFT calculation (the ωB97M-V functional and the def2-TZVPD basis) of a cluster of 6 separate species, C59H126F6N3O3P3 in total at a distorted geometry.

The geometry in XYZ format:
```
200
Properties=species:S:1:pos:R:3:mulliken_charge:R:1
P -0.82 -1.49 -0.03 1.818
F -2.01 -2.56 0.42 -0.379
F 0.31 -2.57 0.38 -0.391
F -0.75 -2.06 -1.58 -0.360
F 0.34 -0.33 -0.37 -0.404
F -1.99 -0.49 -0.52 -0.651
F -0.86 -0.90 1.49 -0.528
C 7.24 -3.11 -7.01 -1.472
C 6.52 -2.10 -6.01 -0.277
C 5.96 -2.84 -4.75 -0.667
C 5.31 -2.00 -3.55 -1.040
P 3.80 -2.43 -2.56 -0.020
C 3.50 -1.14 -1.40 -0.743
C 3.18 0.18 -2.01 -0.472
C 3.02 1.23 -0.92 -0.172
C 4.37 1.67 -0.24 -1.637
C 2.53 -2.43 -3.95 0.389
C 2.33 -3.81 -4.57 -0.993
C 1.53 -3.98 -5.88 -0.140
C 2.30 -3.37 -7.04 -1.372
C 3.93 -3.95 -1.75 -0.607
C 4.94 -3.85 -0.58 -0.956
C 5.35 -5.14 0.06 -0.913
C 4.11 -6.04 0.45 -0.607
H 7.55 -2.76 -7.99 0.395
H 6.79 -4.09 -7.19 0.363
H 8.15 -3.59 -6.64 0.404
H 5.71 -1.58 -6.51 0.355
H 7.37 -1.43 -5.88 0.306
H 6.72 -3.55 -4.43 0.464
H 5.20 -3.60 -4.94 0.117
H 4.85 -1.05 -3.83 0.503
H 6.12 -1.74 -2.87 0.760
H 4.41 -1.04 -0.80 0.809
H 2.72 -1.52 -0.74 -0.071
H 2.27 0.18 -2.62 -0.041
H 4.00 0.34 -2.71 0.736
H 2.38 0.85 -0.12 -0.193
H 2.45 2.09 -1.29 0.558
H 4.87 0.84 0.26 0.351
H 4.05 2.50 0.40 0.431
H 5.06 2.04 -1.00 0.358
H 2.67 -1.66 -4.71 0.758
H 1.65 -2.07 -3.41 -0.186
H 1.72 -4.32 -3.83 0.235
H 3.34 -4.21 -4.63 0.387
H 0.56 -3.47 -5.84 -0.226
H 1.35 -5.04 -6.04 0.481
H 2.75 -2.40 -6.81 0.274
H 1.82 -3.36 -8.02 0.427
H 3.20 -3.95 -7.26 0.379
H 4.27 -4.73 -2.43 0.726
H 2.92 -4.24 -1.45 0.690
H 4.56 -3.13 0.15 0.320
H 5.88 -3.38 -0.87 0.412
H 6.09 -5.15 0.86 0.474
H 5.92 -5.66 -0.71 0.413
H 4.36 -7.10 0.39 0.467
H 3.28 -6.06 -0.26 0.334
H 3.61 -5.70 1.35 -0.303
C 3.80 7.15 0.97 -1.526
C 2.42 6.75 1.60 0.279
C 2.33 7.35 3.08 -0.936
C 0.82 7.70 3.40 -1.246
P -0.30 6.32 3.75 1.348
C 0.78 5.18 4.63 -1.149
C 0.17 3.83 5.11 -0.691
C 1.13 2.61 5.05 -1.110
C 1.49 2.01 3.69 -0.093
C -1.69 7.01 4.74 -1.012
C -1.50 7.68 6.16 -0.968
C -1.62 6.74 7.32 0.131
C -3.09 6.38 7.75 -1.306
C -1.05 5.66 2.24 -1.726
C -0.32 4.81 1.12 -0.046
C -1.21 3.96 0.37 -0.237
C -0.46 3.01 -0.62 -0.440
H 3.74 8.23 0.82 0.405
H 3.76 6.67 -0.01 0.410
H 4.64 6.75 1.54 0.358
H 2.25 5.67 1.54 -0.082
H 1.73 7.28 0.94 0.216
H 2.96 8.21 3.28 0.565
H 2.81 6.66 3.78 0.420
H 0.31 8.39 2.72 0.557
H 0.80 8.22 4.36 0.510
H 1.21 5.69 5.50 0.753
H 1.67 4.89 4.08 0.494
H -0.77 3.45 4.70 0.467
H -0.05 3.97 6.17 0.243
H 0.52 1.88 5.59 0.469
H 2.05 2.85 5.57 0.345
H 1.33 0.93 3.75 -0.180
H 2.49 2.23 3.33 0.463
H 0.85 2.39 2.89 -0.174
H -2.52 6.30 4.78 0.451
H -1.85 7.88 4.10 0.463
H -2.25 8.46 6.26 0.578
H -0.63 8.33 6.16 0.432
H -1.09 7.25 8.13 0.367
H -1.11 5.83 7.01 -0.257
H -3.58 7.28 8.13 0.366
H -3.17 5.62 8.52 0.381
H -3.80 6.10 6.97 0.316
H -1.65 6.44 1.79 0.732
H -1.96 5.14 2.55 0.686
H 0.50 4.18 1.49 0.040
H 0.16 5.53 0.46 0.389
H -1.84 4.57 -0.27 0.428
H -1.82 3.32 1.00 -0.094
H -0.09 3.47 -1.54 0.432
H -1.03 2.10 -0.81 -0.115
H 0.41 2.66 -0.07 -0.058
C -0.90 -5.31 2.88 -1.714
C -0.09 -5.58 4.17 1.684
C 1.32 -5.78 3.86 -1.160
C 2.02 -4.50 3.32 0.162
C 2.02 -3.51 4.45 -1.862
C 0.58 -3.12 4.87 1.879
N -0.24 -4.37 5.15 0.562
O -1.45 -4.10 5.85 -0.232
C -0.17 -2.26 3.79 -0.843
C 0.74 -2.39 6.27 -1.704
C -0.69 -6.89 4.93 -1.627
H -1.71 -4.61 3.10 0.426
H -1.30 -6.25 2.50 0.517
H -0.39 -4.77 2.08 0.134
H 1.35 -6.56 3.10 0.501
H 1.92 -5.96 4.75 0.435
H 1.57 -4.18 2.37 0.085
H 3.05 -4.68 3.01 0.191
H 2.56 -2.66 4.03 0.541
H 2.70 -3.87 5.22 0.416
H 0.35 -1.32 3.64 -0.460
H -1.20 -2.01 4.08 0.615
H -0.34 -2.71 2.81 -0.062
H 1.22 -1.45 5.98 0.384
H 1.44 -2.86 6.96 0.424
H -0.22 -2.24 6.76 0.434
H -1.76 -7.08 4.98 0.373
H -0.27 -6.91 5.94 0.445
H -0.32 -7.78 4.42 0.443
C -2.34 2.50 -6.58 -1.859
C -1.78 1.19 -6.14 1.295
C -1.50 1.29 -4.58 -1.605
C -1.23 -0.04 -3.81 2.344
C -1.42 -1.25 -4.71 -2.535
C -2.68 -1.20 -5.55 2.465
N -2.71 0.06 -6.39 0.796
O -3.74 0.26 -7.31 -0.278
C -3.87 -1.09 -4.57 -2.304
C -2.81 -2.39 -6.50 -1.394
C -0.53 0.90 -7.04 -1.437
H -3.15 2.92 -5.97 0.408
H -2.69 2.49 -7.61 0.462
H -1.60 3.30 -6.54 0.428
H -2.41 1.67 -4.11 0.477
H -0.63 1.92 -4.39 0.650
H -1.85 0.00 -2.91 -0.824
H -0.23 -0.06 -3.36 -0.936
H -1.48 -1.97 -3.89 1.187
H -0.51 -1.49 -5.25 0.006
H -4.73 -1.29 -5.22 0.690
H -4.19 -0.12 -4.20 0.366
H -3.84 -1.90 -3.84 0.453
H -2.17 -3.14 -6.04 0.408
H -2.41 -2.27 -7.51 0.374
H -3.77 -2.89 -6.35 0.250
H -0.31 -0.17 -7.11 0.313
H 0.36 1.44 -6.70 0.380
H -0.63 1.15 -8.09 0.417
C -6.25 -2.45 2.39 -1.604
C -6.02 -1.89 0.92 1.079
C -7.41 -1.49 0.35 -0.973
C -7.29 -0.55 -0.86 -0.814
C -6.06 0.47 -0.85 -1.410
C -5.41 0.77 0.58 1.571
N -5.02 -0.62 1.00 1.071
O -3.97 -0.70 1.93 -0.287
C -6.52 1.36 1.42 -1.609
C -4.02 1.63 0.32 -1.345
C -5.38 -2.92 -0.04 -1.286
H -6.77 -1.79 3.09 0.329
H -5.26 -2.64 2.80 0.392
H -6.78 -3.40 2.44 0.410
H -8.12 -0.99 1.00 0.364
H -7.90 -2.34 -0.13 0.440
H -8.07 0.21 -0.89 0.434
H -7.32 -1.11 -1.80 0.455
H -6.28 1.36 -1.43 0.757
H -5.32 0.01 -1.51 -0.023
H -7.14 0.70 2.04 0.341
H -7.17 2.05 0.89 0.366
H -6.15 1.80 2.34 0.469
H -3.33 1.68 1.16 0.561
H -4.33 2.62 -0.01 0.513
H -3.49 1.09 -0.47 -0.181
H -4.34 -3.13 0.19 0.119
H -5.48 -2.63 -1.09 0.319
H -5.81 -3.92 0.01 0.441
```

Results
Total energy in a.u.: -4335.32091
Total charge: +4
HOMO-LUMO gap in eV: 6.1